The following is a DFT calculation (wB97M-V/def2-TZVPD) of C42H34CoN4O4Te as an isolated structure.

Atoms and positions in Å:
Co1 1.639 -0.323 -0.525
O1 5.721 -2.520 2.379
C1 4.609 -2.748 3.123
C2 4.742 -3.485 4.348
C3 3.773 -3.386 5.340
C4 2.747 -2.540 5.118
C5 2.566 -1.832 3.927
C6 3.384 -2.124 2.836
C7 3.039 -1.555 1.474
O2 2.646 -0.350 1.289
N1 3.190 -2.389 0.451
N2 2.781 -1.860 -0.682
C8 2.821 -2.576 -1.821
C9 2.319 -1.877 -2.983
C10 2.380 -2.413 -4.296
C11 1.891 -1.659 -5.334
C12 1.414 -0.353 -5.079
C13 1.318 0.050 -3.753
N3 1.778 -0.650 -2.718
H1 6.362 -2.294 3.067
H2 5.547 -4.201 4.474
H3 3.761 -4.101 6.140
H4 1.948 -2.470 5.850
H5 1.671 -1.248 3.721
H6 3.314 -3.544 -1.847
H7 2.862 -3.356 -4.404
H8 1.806 -2.066 -6.307
H9 0.815 0.275 -5.730
H10 0.855 1.037 -3.469
C14 -4.534 -0.773 -2.872
C15 -3.305 -0.937 -2.054
C16 -2.727 -2.241 -1.728
C17 -1.468 -2.355 -1.102
C18 -0.855 -3.735 -0.876
O3 0.343 -3.898 -1.142
C19 -1.779 -4.872 -0.449
C20 -2.973 -4.650 0.318
C21 -3.722 -5.772 0.651
C22 -3.435 -7.011 0.129
C23 -2.253 -7.214 -0.578
C24 -1.399 -6.104 -0.879
C25 -0.838 -1.177 -0.590
O4 0.170 -1.257 0.232
C26 -1.335 0.070 -0.924
C27 -2.606 0.178 -1.570
C28 -0.627 1.363 -0.615
N4 0.715 1.392 -0.673
C29 1.429 2.644 -0.683
C30 1.854 3.145 0.691
Te1 2.905 5.099 0.907
C31 1.141 6.223 1.395
C32 0.638 5.988 2.651
C33 -0.480 6.665 3.185
C34 -1.066 7.628 2.419
C35 -0.645 7.823 1.100
C36 0.444 7.089 0.554
C37 -1.466 2.542 -0.345
C38 -2.502 2.364 0.677
C39 -3.261 3.457 1.044
C40 -3.044 4.732 0.465
C41 -2.127 4.869 -0.600
C42 -1.392 3.768 -1.021
H11 -4.267 -1.142 -3.860
H12 -4.735 0.292 -2.928
H13 -5.441 -1.286 -2.580
H14 -3.272 -3.140 -2.032
H15 -3.234 -3.603 0.423
H16 -4.531 -5.617 1.404
H17 -4.105 -7.822 0.409
H18 -1.866 -8.174 -0.854
H19 -0.431 -6.236 -1.445
H20 -2.955 1.183 -1.810
H21 0.709 3.368 -1.117
H22 2.310 2.521 -1.355
H23 2.464 2.387 1.178
H24 1.044 3.327 1.298
H25 1.062 5.250 3.328
H26 -0.853 6.358 4.109
H27 -1.993 8.069 2.792
H28 -1.220 8.490 0.443
H29 0.666 7.204 -0.495
H30 -2.617 1.360 1.041
H31 -4.014 3.322 1.809
H32 -3.433 5.648 0.921
H33 -1.938 5.806 -1.061
H34 -0.851 3.952 -1.925

Values from the calculation:
Multiplicity: 5
Energy, eV: -103165.76493
LUMO level (spin up / spin down), eV: -3.68 / -7.12
Frontier orbital gap (spin up / spin down), eV: 5.59 / 2.10
Net charge: +1
Maximum force, eV/Å: 4.090

---

The following is a DFT calculation (wB97M-V/def2-TZVPD) of C42H34N4O4TeTi as an isolated structure.

Atoms and positions in Å:
Ti1 -0.325 -1.595 -0.780
O1 -2.708 -5.733 1.925
C1 -1.613 -5.443 2.649
C2 -1.450 -6.102 3.867
C3 -0.344 -5.856 4.655
C4 0.631 -4.949 4.247
C5 0.473 -4.291 3.044
C6 -0.640 -4.518 2.231
C7 -0.768 -3.776 0.971
O2 0.144 -2.884 0.658
N1 -1.778 -4.003 0.175
N2 -1.677 -3.151 -0.901
C8 -2.346 -3.397 -2.014
C9 -1.964 -2.601 -3.112
C10 -2.515 -2.705 -4.408
C11 -2.026 -1.931 -5.421
C12 -0.973 -1.027 -5.154
C13 -0.477 -0.968 -3.881
N3 -0.928 -1.724 -2.861
H1 -2.669 -5.201 1.095
H2 -2.214 -6.806 4.169
H3 -0.237 -6.379 5.597
H4 1.499 -4.759 4.863
H5 1.218 -3.586 2.699
H6 -3.078 -4.193 -2.082
H7 -3.320 -3.408 -4.574
H8 -2.439 -2.009 -6.418
H9 -0.566 -0.391 -5.926
H10 0.323 -0.280 -3.633
C14 0.456 5.392 0.606
C15 0.070 3.950 0.413
C16 -1.125 3.442 0.926
C17 -1.478 2.119 0.757
C18 -2.717 1.583 1.418
O3 -2.625 0.742 2.285
C19 -4.044 2.134 1.008
C20 -5.158 1.827 1.787
C21 -6.406 2.305 1.430
C22 -6.550 3.085 0.287
C23 -5.446 3.385 -0.497
C24 -4.193 2.912 -0.136
C25 -0.648 1.237 0.041
O4 -1.095 0.023 -0.191
C26 0.591 1.716 -0.447
C27 0.895 3.077 -0.264
C28 1.577 0.844 -1.085
N4 1.420 -0.442 -1.135
C29 2.455 -1.331 -1.689
C30 3.766 -1.402 -0.911
Te1 3.735 -2.034 1.141
C31 3.071 -0.244 2.048
C32 3.971 0.797 2.273
C33 3.544 1.968 2.886
C34 2.225 2.094 3.302
C35 1.336 1.046 3.117
C36 1.758 -0.121 2.489
C37 2.771 1.496 -1.715
C38 3.798 2.035 -0.944
C39 4.894 2.623 -1.554
C40 4.969 2.691 -2.939
C41 3.941 2.173 -3.711
C42 2.845 1.579 -3.100
H11 -0.365 5.962 1.040
H12 0.726 5.861 -0.341
H13 1.314 5.484 1.275
H14 -1.796 4.098 1.471
H15 -5.022 1.210 2.665
H16 -7.270 2.070 2.037
H17 -7.528 3.456 0.007
H18 -5.561 3.984 -1.390
H19 -3.331 3.137 -0.750
H20 1.822 3.462 -0.666
H21 2.682 -1.056 -2.723
H22 2.015 -2.336 -1.728
H23 4.302 -0.460 -0.952
H24 4.397 -2.152 -1.392
H25 5.006 0.688 1.970
H26 4.247 2.775 3.050
H27 1.895 3.007 3.783
H28 0.307 1.124 3.443
H29 1.058 -0.934 2.346
H30 3.730 1.983 0.136
H31 5.691 3.032 -0.946
H32 5.825 3.152 -3.414
H33 3.987 2.234 -4.790
H34 2.038 1.186 -3.708

Values from the calculation:
Multiplicity: 3
Energy, eV: -88667.62322
LUMO level (spin up / spin down), eV: -0.22 / -0.49
Frontier orbital gap (spin up / spin down), eV: 5.68 / 7.19
Maximum force, eV/Å: 0.474

---

The following is a DFT calculation (wB97M-V/def2-TZVPD) of C42H35BrF10N7O6P2S5Ti as an isolated structure.

Atoms and positions in Å:
Ti1 -0.601 0.301 -1.629
S1 0.646 2.620 0.264
C1 -1.016 2.677 -0.075
N1 -1.679 1.630 -0.554
C2 -3.027 1.859 -0.572
C3 -4.022 0.947 -0.928
C4 -5.340 1.356 -0.916
C5 -5.699 2.647 -0.531
C6 -4.733 3.552 -0.136
C7 -3.407 3.152 -0.154
S2 -2.007 4.077 0.299
H1 -3.750 -0.062 -1.195
H2 -6.109 0.658 -1.208
H3 -6.741 2.932 -0.519
H4 -4.984 4.548 0.187
F1 6.399 -1.414 -3.304
C8 5.284 -1.270 -2.582
C9 5.339 -1.306 -1.186
F2 6.509 -1.503 -0.568
C10 4.176 -1.183 -0.440
F3 4.283 -1.329 0.887
C11 2.929 -0.988 -1.033
P1 1.355 -0.744 -0.097
C12 1.159 -2.553 0.268
C13 1.829 -3.235 1.283
C14 1.668 -4.606 1.415
C15 0.854 -5.315 0.545
C16 0.199 -4.646 -0.476
C17 0.358 -3.277 -0.611
C18 1.969 -0.043 1.470
C19 1.474 -0.495 2.688
C20 1.870 0.098 3.872
C21 2.784 1.135 3.857
C22 3.290 1.585 2.647
C23 2.871 1.021 1.457
C24 2.901 -0.980 -2.436
Br1 1.234 -0.926 -3.318
C25 4.048 -1.129 -3.200
F4 3.980 -1.170 -4.530
H5 2.489 -2.712 1.956
H6 2.196 -5.132 2.196
H7 0.754 -6.385 0.639
H8 -0.436 -5.180 -1.168
H9 -0.153 -2.765 -1.413
H10 0.760 -1.299 2.735
H11 1.443 -0.253 4.796
H12 3.083 1.609 4.780
H13 4.014 2.387 2.623
H14 3.239 1.404 0.515
F5 -1.811 -1.162 -2.060
P2 -2.416 -1.754 -3.627
F6 -2.920 -2.248 -5.026
F7 -3.498 -0.571 -3.514
F8 -3.386 -2.711 -2.794
F9 -1.379 -0.698 -4.287
F10 -1.244 -2.844 -3.510
C26 1.841 -3.748 5.474
C27 0.598 -4.501 5.054
S3 -0.807 -3.323 5.055
O1 -1.549 -3.479 6.271
O2 -0.300 -2.025 4.719
C28 -1.890 -3.851 3.660
C29 -2.897 -2.738 3.364
N2 -2.359 -1.742 2.472
C30 -2.128 -1.902 1.139
N3 -1.467 -0.870 0.633
C31 -1.257 -0.013 1.670
C32 -1.810 -0.527 2.821
N4 -1.870 0.093 4.073
O3 -1.132 1.061 4.232
O4 -2.685 -0.317 4.901
C33 -2.646 -3.081 0.404
H15 2.697 -4.415 5.541
H16 1.680 -3.283 6.444
H17 2.059 -2.964 4.753
H18 0.337 -5.290 5.753
H19 0.680 -4.901 4.046
H20 -2.386 -4.757 3.992
H21 -1.239 -4.054 2.813
H22 -3.154 -2.232 4.304
H23 -3.800 -3.155 2.907
H24 -0.709 0.906 1.596
H25 -3.718 -3.176 0.568
H26 -2.170 -4.000 0.740
H27 -2.480 -2.967 -0.661
N5 1.102 8.112 -3.606
C34 1.528 6.853 -3.311
C35 1.271 6.286 -2.055
C36 1.582 4.966 -1.804
C37 2.139 4.176 -2.798
C38 2.482 4.748 -4.017
C39 2.191 6.071 -4.268
S4 2.166 2.391 -2.677
O5 2.949 1.866 -1.590
O6 2.455 1.867 -3.981
N6 0.596 1.953 -2.317
C40 -0.381 2.315 -3.129
S5 -0.408 3.667 -4.248
C41 -2.018 3.214 -4.678
C42 -2.422 2.123 -3.980
N7 -1.508 1.622 -3.120
H28 0.735 8.695 -2.875
H29 1.410 8.559 -4.453
H30 0.804 6.883 -1.285
H31 1.386 4.543 -0.834
H32 2.957 4.133 -4.764
H33 2.442 6.511 -5.222
H34 -2.552 3.754 -5.432
H35 -3.376 1.641 -4.081

Values from the calculation:
Multiplicity: 4
Energy, eV: -259928.27291
LUMO level (spin up / spin down), eV: -0.38 / -2.72
Frontier orbital gap (spin up / spin down), eV: 6.12 / 5.38
Maximum force, eV/Å: 2.724

---

The following is a DFT calculation (wB97M-V/def2-TZVPD) of C42H35F10N2PRuSi as an isolated structure.

Atoms and positions in Å:
Ru1 0.341 0.483 -0.756
C1 4.998 -0.516 -0.407
Si1 3.218 -0.423 -0.928
C2 2.541 -2.087 -1.443
C3 3.016 0.862 -2.284
N1 2.012 0.072 0.352
C4 2.064 0.014 1.686
C5 3.252 -0.223 2.436
C6 3.228 -0.245 3.806
C7 2.032 -0.038 4.504
C8 0.841 0.191 3.821
C9 0.881 0.212 2.456
F1 -0.264 0.404 1.768
H1 5.581 -0.685 -1.317
H2 5.210 -1.349 0.263
H3 5.371 0.408 0.037
H4 2.941 -2.385 -2.414
H5 1.449 -2.116 -1.530
H6 2.819 -2.853 -0.716
H7 3.347 0.416 -3.225
H8 3.652 1.727 -2.091
H9 2.008 1.254 -2.477
H10 4.181 -0.369 1.910
H11 4.141 -0.418 4.357
H12 2.028 -0.060 5.585
H13 -0.096 0.343 4.338
F2 -8.108 1.004 -3.386
C10 -7.478 1.639 -2.390
F3 -7.486 2.953 -2.677
F4 -8.179 1.459 -1.266
C11 -6.056 1.146 -2.251
C12 -5.621 0.553 -1.074
C13 -4.304 0.140 -0.969
C14 -3.432 0.318 -2.042
C15 -3.880 0.887 -3.230
C16 -5.197 1.303 -3.331
P1 -1.739 -0.232 -1.812
C17 -1.825 -2.007 -1.516
C18 -1.061 -2.576 -0.501
C19 -1.028 -3.954 -0.340
C20 -1.769 -4.754 -1.196
C21 -2.559 -4.194 -2.194
C22 -2.587 -2.821 -2.355
C23 -1.755 -6.258 -1.028
F5 -1.801 -6.868 -2.218
F6 -2.814 -6.663 -0.315
F7 -0.649 -6.666 -0.393
C24 -0.782 -0.028 -3.345
C25 -0.096 -1.089 -3.941
C26 0.758 -0.853 -5.008
C27 0.932 0.439 -5.479
C28 0.245 1.503 -4.907
C29 -0.603 1.275 -3.838
C30 1.855 0.716 -6.643
F8 2.670 -0.317 -6.883
F9 1.154 0.963 -7.754
F10 2.618 1.794 -6.391
H14 -6.305 0.417 -0.248
H15 -3.965 -0.329 -0.052
H16 -3.219 1.001 -4.078
H17 -5.558 1.746 -4.250
H18 -0.510 -1.951 0.199
H19 -0.436 -4.403 0.446
H20 -3.144 -4.832 -2.842
H21 -3.202 -2.384 -3.132
H22 -0.230 -2.100 -3.580
H23 1.286 -1.675 -5.473
H24 0.383 2.506 -5.289
H25 -1.134 2.106 -3.392
C31 2.450 4.844 2.135
C32 3.040 3.826 1.391
C33 2.269 3.020 0.583
C34 0.877 3.228 0.480
C35 0.298 4.284 1.225
C36 1.079 5.065 2.048
N2 0.080 2.439 -0.326
C37 -1.082 3.107 -0.817
C38 -0.903 4.153 -1.724
C39 -2.011 4.837 -2.196
C40 -3.283 4.502 -1.743
C41 -3.448 3.476 -0.823
C42 -2.349 2.762 -0.367
H26 3.060 5.470 2.773
H27 4.111 3.682 1.431
H28 2.736 2.265 -0.026
H29 -0.767 4.455 1.168
H30 0.620 5.854 2.628
H31 0.094 4.423 -2.048
H32 -1.882 5.643 -2.905
H33 -4.145 5.049 -2.099
H34 -4.435 3.229 -0.458
H35 -2.466 1.967 0.359

Values from the calculation:
Multiplicity: 5
Energy, eV: -94012.63687
LUMO level (spin up / spin down), eV: -6.82 / -8.16
Frontier orbital gap (spin up / spin down), eV: 6.92 / 6.25
Net charge: +2
Maximum force, eV/Å: 0.388

---

The following is a DFT calculation (wB97M-V/def2-TZVPD) of C42H35IrO2P2 as an isolated structure.

Atoms and positions in Å:
Ir1 -1.298 -2.121 0.438
C1 0.542 -0.442 2.580
C2 -0.785 0.184 3.015
P1 -1.019 1.996 2.666
C3 0.065 2.184 1.195
C4 1.139 3.064 1.114
C5 1.864 3.184 -0.064
C6 1.530 2.426 -1.176
C7 0.455 1.550 -1.109
C8 -0.279 1.444 0.060
C9 -0.016 2.813 3.969
C10 -0.247 4.173 4.172
C11 0.434 4.877 5.151
C12 1.354 4.226 5.958
C13 1.585 2.872 5.779
C14 0.904 2.172 4.795
P2 0.407 -2.021 1.691
C15 0.514 -3.260 3.030
C16 1.741 -3.448 3.675
C17 1.847 -4.336 4.732
C18 0.733 -5.042 5.161
C19 -0.485 -4.861 4.529
C20 -0.589 -3.973 3.465
C21 2.016 -2.219 0.864
C22 2.418 -3.511 0.529
C23 3.538 -3.718 -0.259
C24 4.265 -2.634 -0.727
C25 3.872 -1.348 -0.402
C26 2.747 -1.136 0.381
H1 1.181 -0.655 3.445
H2 1.083 0.240 1.932
H3 -0.946 0.063 4.089
H4 -1.638 -0.313 2.540
H5 1.430 3.649 1.976
H6 2.701 3.869 -0.107
H7 2.103 2.517 -2.089
H8 0.179 0.947 -1.964
H9 -1.130 0.758 0.092
H10 -0.972 4.684 3.551
H11 0.238 5.931 5.292
H12 1.885 4.771 6.727
H13 2.302 2.357 6.404
H14 1.099 1.118 4.677
H15 2.616 -2.905 3.343
H16 2.802 -4.480 5.219
H17 0.817 -5.730 5.991
H18 -1.356 -5.412 4.855
H19 -1.526 -3.827 2.978
H20 1.855 -4.361 0.893
H21 3.841 -4.725 -0.511
H22 5.127 -2.795 -1.360
H23 4.434 -0.500 -0.766
H24 2.454 -0.123 0.609
O1 -4.630 -3.312 2.677
C27 -3.673 -3.506 1.984
O2 -2.924 -2.557 1.475
H25 -3.360 -4.529 1.681
C28 -0.222 -2.035 -1.031
C29 0.440 -2.360 -2.074
C30 1.044 -2.769 -3.159
C31 2.419 -2.312 -3.469
C32 3.296 -3.079 -4.233
C33 4.573 -2.623 -4.508
C34 4.988 -1.384 -4.038
C35 4.125 -0.618 -3.268
C36 2.858 -1.086 -2.973
C37 0.338 -3.689 -4.070
C38 -0.563 -4.609 -3.545
C39 -1.278 -5.445 -4.384
C40 -1.113 -5.359 -5.759
C41 -0.214 -4.444 -6.291
C42 0.511 -3.617 -5.451
H26 2.986 -4.053 -4.588
H27 5.245 -3.233 -5.096
H28 5.978 -1.019 -4.272
H29 4.438 0.351 -2.901
H30 2.183 -0.498 -2.366
H31 -0.691 -4.668 -2.470
H32 -1.965 -6.164 -3.963
H33 -1.690 -5.996 -6.415
H34 -0.083 -4.368 -7.361
H35 1.188 -2.887 -5.871

Values from the calculation:
Energy, eV: -69631.67930
LUMO level (spin up / spin down), eV: -1.24 / -1.24
Frontier orbital gap (spin up / spin down), eV: 6.62 / 6.62
Maximum force, eV/Å: 2.114

---

Q: energy of number 4 (C42H35F10N2PRuSi)?
A: -94012.63687 eV

---

Q: Which formula does entry 4 have?
A: C42H35F10N2PRuSi